DFT (ωB97M-V with the def2-TZVPD basis set) results for 3 unconnected molecules or ions with the total composition C20H38O12 at a distorted geometry.

SMILES = C=CCOC(=O)OCC(=O)OC(C)=O.COCCOCCOC.COCCOCCOC
Kohn-Sham gap = 9.40 eV
HOMO level = -9.05 eV
multiplicity = 1
E_tot = -45920.0771 eV
ΔE to the lowest compared entry with this formula, charge and spin = 555.58 kJ/mol
LUMO = 0.3 eV

CARTESIAN COORDINATES (ANGSTROEM)
C -3.1630 -0.7128 5.6156
C -3.5807 -0.5563 4.3941
C -2.7677 0.0451 3.2678
O -2.8956 1.4720 3.1142
C -2.7776 2.1348 4.2818
O -1.7610 2.3932 4.7717
O -3.9110 2.5481 4.8875
C -5.0531 2.5309 4.0437
C -6.2837 3.0212 4.7682
O -6.3146 3.8156 5.5872
O -7.4824 2.4360 4.2987
C -7.6018 1.1512 4.7876
C -8.1742 0.0731 3.9080
O -7.2441 0.8994 5.8572
H -3.6846 -1.3532 6.3084
H -2.2490 -0.2038 5.9030
H -4.5769 -0.9191 4.1488
H -3.1456 -0.3903 2.3446
H -1.7358 -0.3006 3.3653
H -4.9248 3.0950 3.1161
H -5.2496 1.5006 3.7286
H -7.3801 -0.6261 3.6417
H -8.9061 -0.4725 4.4953
H -8.5919 0.4384 2.9712
C 2.8145 -3.2207 -0.6046
O 1.4652 -3.2437 -1.0384
C 0.5307 -3.7748 -0.1195
C -0.5394 -2.7956 0.3552
O -0.1303 -1.5969 0.9958
C 0.6770 -0.6714 0.2857
C 0.1373 -0.0616 -1.0021
O -0.1584 -0.9967 -2.0234
C -1.5138 -1.0318 -2.4328
H 3.3716 -4.0227 -1.0954
H 3.2609 -2.2695 -0.9029
H 2.9050 -3.3199 0.4799
H 1.0359 -4.2175 0.7457
H 0.0092 -4.5898 -0.6343
H -1.1311 -3.3264 1.1075
H -1.2469 -2.5656 -0.4424
H 1.6705 -1.0919 0.1313
H 0.8323 0.1611 0.9786
H 0.9274 0.5931 -1.3897
H -0.7264 0.5758 -0.7848
H -2.1862 -0.6182 -1.6774
H -1.7874 -2.0752 -2.6039
H -1.6303 -0.4905 -3.3754
C 2.7415 -0.8431 -3.9921
O 4.1330 -0.6372 -3.8135
C 4.9009 -0.5672 -4.9970
C 5.6039 0.7656 -5.2292
O 4.8180 1.9442 -5.3001
C 4.0450 2.3481 -4.1822
C 4.7598 2.6612 -2.8721
O 5.4822 1.5800 -2.3145
C 6.8775 1.7830 -2.1845
H 2.4915 -1.8789 -3.7504
H 2.2016 -0.1989 -3.2959
H 2.4099 -0.6088 -5.0070
H 4.2983 -0.8253 -5.8745
H 5.6839 -1.3299 -4.9137
H 6.0857 0.6909 -6.2086
H 6.4244 0.9097 -4.5250
H 3.2263 1.6454 -4.0226
H 3.5594 3.2775 -4.4947
H 3.9816 2.9274 -2.1466
H 5.3958 3.5440 -2.9959
H 7.2460 2.5669 -2.8503
H 7.3800 0.8482 -2.4415
H 7.1212 2.0276 -1.1472